1.
Density functional theory data (ωB97M-V/def2-TZVPD) for one molecule with the formula C4H7NOSi.

* energy relative to the best compared isomer or geometry (same formula, charge and spin): 42.95 kcal per mole
* highest occupied orbital energy: -8.23 eV
* LUMO energy: 0.49 eV
* molar mass: 113.19 g/mol
* gap between HOMO and LUMO: 8.720 eV
* E: -576.0708 Eh

XYZ file:
```
14
C4H7NOSi, DFT ωB97M-V/def2-TZVPD
Si -0.003 -1.241 -0.543
O -0.032 -0.755 1.033
N 1.548 -2.047 -0.553
C -0.326 0.402 1.564
C -0.452 1.587 0.948
C -0.795 0.675 -1.323
C -0.670 1.659 -0.477
H -0.184 0.349 2.621
H -1.048 -2.295 -0.325
H -0.751 0.889 -2.342
H -0.403 2.564 1.605
H -1.010 2.607 -0.881
H 1.835 -2.444 -1.407
H 2.293 -1.949 0.078
```

2.
Density functional theory data (ωB97M-V/def2-TZVPD) for one molecule with the formula C4H7NS.

* energy relative to the best compared isomer or geometry (same formula, charge and spin): 40.09 kcal per mole
* highest occupied orbital energy: -8.79 eV
* LUMO energy: 0.98 eV
* molar mass: 101.17 g/mol
* gap between HOMO and LUMO: 9.762 eV
* E: -609.4946 Eh

XYZ file:
```
13
C4H7NS, DFT ωB97M-V/def2-TZVPD
S 1.255 0.370 -1.206
N -1.461 0.639 -0.834
C 0.914 -0.374 1.630
C -1.184 -0.162 0.111
C 0.478 -0.620 0.154
C -0.433 1.016 -1.747
H 0.606 -1.397 2.178
H 0.494 0.527 2.107
H -0.433 2.060 -2.117
H -0.811 0.432 -2.585
H 0.415 -1.726 -0.106
H 1.998 -0.233 1.537
H -1.838 -0.530 0.877
```

3.
Density functional theory data (ωB97M-V/def2-TZVPD) for C4H7NS as an isolated structure.

* energy relative to the best compared isomer or geometry (same formula, charge and spin): 55.31 kcal per mole
* highest occupied orbital energy: -8.69 eV
* LUMO energy: 0.98 eV
* molar mass: 101.17 g/mol
* gap between HOMO and LUMO: 9.671 eV
* E: -609.4704 Eh

XYZ file:
```
13
C4H7NS, DFT ωB97M-V/def2-TZVPD
S -1.623 0.119 0.840
N -0.198 -0.628 -1.517
C -0.839 0.625 -0.711
C -0.469 -1.041 1.635
C 0.928 -0.059 -1.378
C 0.601 1.106 -0.601
H -0.373 -0.837 2.690
H -0.703 -2.111 1.619
H 0.554 -0.844 1.239
H 1.823 -0.554 -1.768
H 0.825 2.153 -0.990
H 0.974 0.972 0.329
H -1.502 1.101 -1.386
```

4.
Density functional theory data (ωB97M-V/def2-TZVPD) for C4H7NS as an isolated structure.

* energy relative to the best compared isomer or geometry (same formula, charge and spin): 98.96 kcal per mole
* highest occupied orbital energy: -8.84 eV
* LUMO energy: -0.47 eV
* molar mass: 101.17 g/mol
* gap between HOMO and LUMO: 8.372 eV
* E: -609.4008 Eh

XYZ file:
```
13
C4H7NS, DFT ωB97M-V/def2-TZVPD
S 2.522 -0.446 -0.212
N -0.180 -0.735 0.982
C 0.112 0.546 0.443
C -0.930 0.494 -0.595
C -0.848 -0.927 -0.389
C 1.443 0.747 0.130
H -2.132 0.581 -0.360
H -0.286 -1.569 -1.078
H -0.099 1.251 1.205
H 1.950 1.802 0.295
H 0.627 -1.174 1.285
H -0.545 0.897 -1.480
H -1.634 -1.468 -0.227
```